1.
# C37H32AuBN7

A molecular structure, C37H32AuBN7 (wB97M-V/def2-TZVPD, the OMol25 dataset).

Element x y z (Å)
Au  -0.288  -0.146  0.432
C  -1.167  -2.242  -4.770
C  -1.257  -2.270  -3.285
C  -1.844  -3.217  -2.472
C  -1.668  -2.743  -1.165
N  -1.000  -1.598  -1.186
N  -0.740  -1.303  -2.491
B  -0.055  -0.008  -2.881
N  -0.721  1.256  -2.360
N  -0.996  1.464  -1.039
C  -1.642  2.619  -0.940
C  -1.785  3.191  -2.209
C  -1.207  2.296  -3.082
C  -1.100  2.382  -4.565
C  -2.105  3.130  0.361
C  -2.059  4.496  0.629
C  -2.494  4.984  1.850
C  -2.986  4.113  2.814
C  -3.051  2.753  2.546
C  -2.615  2.264  1.324
N  1.487  -0.051  -2.370
N  1.845  -0.111  -1.133
C  3.232  -0.106  -1.097
C  3.708  -0.048  -2.434
C  2.610  -0.014  -3.227
C  2.497  0.054  -4.703
C  3.956  -0.154  0.123
C  5.372  -0.119  0.116
C  6.071  -0.160  1.297
C  5.384  -0.236  2.511
C  3.994  -0.274  2.541
C  3.286  -0.235  1.362
C  -2.102  -3.332  0.114
C  -2.114  -4.713  0.282
C  -2.510  -5.267  1.489
C  -2.899  -4.447  2.540
C  -2.902  -3.068  2.375
C  -2.509  -2.515  1.166
H  -1.624  -3.142  -5.176
H  -1.687  -1.379  -5.186
H  -0.133  -2.207  -5.114
H  -2.368  -4.101  -2.785
H  0.016  0.051  -4.064
H  -2.290  4.105  -2.463
H  -1.534  3.322  -4.900
H  -0.065  2.352  -4.900
H  -1.635  1.568  -5.053
H  -1.663  5.175  -0.115
H  -2.449  6.045  2.051
H  -3.331  4.496  3.764
H  -3.454  2.071  3.283
H  -2.709  1.208  1.107
H  4.730  -0.033  -2.765
H  3.495  0.077  -5.136
H  1.963  -0.808  -5.099
H  1.958  0.947  -5.018
H  5.903  -0.057  -0.823
H  7.151  -0.132  1.293
H  5.942  -0.266  3.436
H  3.470  -0.335  3.485
H  2.207  -0.266  1.378
H  -1.794  -5.355  -0.528
H  -2.512  -6.341  1.611
H  -3.213  -4.881  3.479
H  -3.227  -2.423  3.180
H  -2.564  -1.441  1.029
N  0.731  0.805  7.649
C  0.585  0.679  6.518
C  0.409  0.520  5.099
C  0.328  1.645  4.284
C  0.166  1.488  2.915
C  0.080  0.209  2.385
C  0.172  -0.920  3.187
C  0.331  -0.759  4.557
H  0.389  2.632  4.722
H  0.096  2.359  2.278
H  0.109  -1.917  2.769
H  0.395  -1.622  5.205

## Properties
Charge   +1
Multiplicity   3
HOMO-LUMO gap (alpha / beta)   8.0 / 4.8 eV
Electronic energy   -53681.9488 eV

***

2.
# C37H32BN6O2SV

A molecular structure, C37H32BN6O2SV (wB97M-V/def2-TZVPD, the OMol25 dataset).

Element x y z (Å)
V  -0.042  0.170  -0.132
C  2.874  -3.643  1.901
C  1.736  -3.205  1.052
C  0.846  -3.967  0.328
C  -0.023  -3.055  -0.292
N  0.332  -1.814  0.050
N  1.400  -1.916  0.859
B  2.020  -0.673  1.489
N  0.898  0.008  2.287
N  -0.335  0.089  1.780
C  -1.147  0.600  2.713
C  -0.378  0.846  3.866
C  0.907  0.446  3.562
C  2.107  0.396  4.439
C  -2.594  0.724  2.565
C  -3.380  1.202  3.616
C  -4.757  1.222  3.511
C  -5.380  0.777  2.357
C  -4.612  0.324  1.296
C  -3.235  0.294  1.402
N  2.486  0.239  0.339
N  1.763  0.347  -0.781
C  2.446  1.096  -1.657
C  3.658  1.474  -1.051
C  3.648  0.908  0.209
C  4.692  0.964  1.265
C  2.044  1.365  -3.035
C  1.081  0.591  -3.685
C  0.765  0.831  -5.010
C  1.438  1.809  -5.725
C  2.409  2.569  -5.097
C  2.696  2.363  -3.763
C  -1.105  -3.493  -1.175
C  -2.418  -3.047  -1.070
C  -3.418  -3.646  -1.818
C  -3.123  -4.687  -2.683
C  -1.814  -5.116  -2.814
C  -0.814  -4.523  -2.070
H  2.938  -4.726  1.874
H  2.732  -3.329  2.934
H  3.812  -3.219  1.547
H  0.789  -5.033  0.279
H  2.926  -0.955  2.188
H  -0.712  1.276  4.787
H  1.836  0.686  5.449
H  2.886  1.067  4.083
H  2.518  -0.612  4.469
H  -2.914  1.560  4.520
H  -5.349  1.580  4.341
H  -6.457  0.785  2.283
H  -5.080  -0.019  0.383
H  -2.634  -0.069  0.576
H  4.432  2.076  -1.478
H  5.595  1.412  0.865
H  4.924  -0.032  1.636
H  4.363  1.568  2.108
H  0.591  -0.218  -3.154
H  -0.003  0.238  -5.487
H  1.212  1.972  -6.767
H  2.947  3.324  -5.648
H  3.435  2.980  -3.282
H  -2.655  -2.250  -0.381
H  -4.440  -3.316  -1.705
H  -3.908  -5.169  -3.246
H  -1.570  -5.931  -3.479
H  0.207  -4.859  -2.181
O  -0.699  4.136  0.110
C  -0.860  3.033  -0.393
O  -0.190  2.003  -0.049
C  -1.868  2.842  -1.499
C  -2.478  4.000  -1.981
C  -3.405  3.955  -3.000
C  -3.739  2.737  -3.574
C  -3.142  1.586  -3.115
C  -2.206  1.619  -2.082
S  -1.574  0.023  -1.686
H  -2.195  4.933  -1.518
H  -3.867  4.862  -3.354
H  -4.456  2.677  -4.379
H  -3.371  0.625  -3.547

## Properties
Charge   0
Energy relative to the best compared isomer or geometry (same formula, charge and spin)   17.17 kcal/mol
Multiplicity   3
HOMO-LUMO gap (alpha / beta)   8.0 / 8.0 eV
Electronic energy   -89128.8692 eV

***

3.
# C37H32BaN7O4P2

A molecular structure, C37H32BaN7O4P2 (wB97M-V/def2-TZVPD, the OMol25 dataset).

Element x y z (Å)
Ba  0.396  0.310  -1.651
O  -0.556  1.993  -0.338
P  -1.000  1.812  1.136
C  -2.112  0.351  1.273
P  -1.460  -1.329  0.938
O  -0.606  -1.311  -0.363
C  -2.865  -2.380  0.774
C  -4.045  -2.179  1.497
C  -5.107  -3.062  1.356
C  -4.994  -4.144  0.491
C  -3.826  -4.345  -0.235
C  -2.759  -3.467  -0.098
C  -0.507  -1.860  2.314
C  -1.093  -2.132  3.556
C  -0.311  -2.618  4.591
C  1.052  -2.842  4.381
C  1.632  -2.573  3.151
C  0.856  -2.081  2.105
C  -1.917  3.178  1.769
C  -1.397  3.987  2.781
C  -2.134  5.066  3.257
C  -3.386  5.336  2.729
C  -3.910  4.544  1.708
C  -3.179  3.471  1.227
C  0.359  1.527  2.214
C  0.179  1.244  3.580
C  1.281  1.089  4.397
C  2.567  1.200  3.857
C  2.751  1.480  2.519
C  1.641  1.661  1.696
H  -2.910  0.518  0.543
H  -2.550  0.366  2.276
H  -4.153  -1.335  2.169
H  -6.021  -2.905  1.916
H  -5.822  -4.834  0.378
H  -3.744  -5.188  -0.911
H  -1.853  -3.628  -0.667
H  -2.158  -1.998  3.717
H  -0.758  -2.842  5.551
H  1.662  -3.233  5.188
H  2.689  -2.746  2.988
H  1.336  -1.877  1.155
H  -0.421  3.789  3.201
H  -1.726  5.694  4.039
H  -3.963  6.170  3.110
H  -4.883  4.767  1.289
H  -3.595  2.878  0.420
H  -0.812  1.166  4.014
H  1.151  0.879  5.450
H  3.431  1.063  4.497
H  3.747  1.558  2.104
H  1.794  1.918  0.657
N  -1.266  2.878  -5.432
C  -0.778  2.860  -4.198
N  -0.632  1.605  -3.802
C  -1.063  0.896  -4.889
N  -1.466  1.613  -5.906
C  -1.094  -0.617  -4.927
C  -1.628  -1.287  -6.010
N  -1.655  -2.619  -6.069
C  -1.136  -3.267  -5.023
C  -0.617  -2.598  -3.938
N  -0.592  -1.268  -3.884
H  -1.478  3.673  -6.013
H  -0.553  3.754  -3.633
H  -2.041  -0.733  -6.845
H  -1.134  -4.349  -5.046
H  -0.206  -3.140  -3.092
O  3.462  -0.942  0.122
N  2.727  -0.435  -0.736
N  3.322  0.081  -1.796
O  2.496  0.602  -2.777
C  4.760  0.079  -2.021
C  5.632  0.515  -1.045
C  6.990  0.538  -1.337
C  7.444  0.121  -2.585
C  6.540  -0.311  -3.549
C  5.177  -0.328  -3.267
H  5.259  0.821  -0.080
H  7.691  0.880  -0.586
H  8.506  0.140  -2.804
H  6.893  -0.630  -4.521
H  4.448  -0.634  -4.005

## Properties
Charge   +1
Energy relative to the best compared isomer or geometry (same formula, charge and spin)   53.69 kcal/mol
HOMO-LUMO gap   7.4 eV
Electronic energy   -76776.9151 eV